[1]
A structure of composition C7H11N2 in a non-equilibrium geometry, computed with ωB97M-V with the def2-TZVPD basis set.

Values from the calculation:
Gap between HOMO and LUMO (eV): 9.4980
Multiplicity: 1
LUMO (Ha): -0.179
E_HOMO (eV): -14.36
Charge: +1

Geometry as XYZ:
```
20
Properties=species:S:1:pos:R:3:forces:R:3:lowdin_charge:R:1
C 1.905250 -0.611372 1.040626 -0.17 -0.10 -0.33 -0.01
C 1.934001 1.289764 -0.209628 -0.76 0.59 -0.19 -0.08
C 0.778262 -1.235639 -1.170497 0.07 0.46 0.07 -0.01
C 0.838996 -1.234314 0.336091 0.21 -0.34 0.30 -0.11
C 0.074770 -0.120383 -0.512117 -4.77 -0.83 -0.29 -0.21
C -2.272493 0.649133 0.835170 -0.11 0.00 0.05 -0.12
C -1.876596 -0.125723 -0.379222 4.21 0.19 -0.19 -0.04
N 2.509649 0.456336 0.613164 0.96 -0.31 0.47 0.14
N 0.649912 1.142875 -0.540939 0.57 0.31 0.02 0.13
H 2.203182 -0.975824 2.015366 -0.02 -0.06 0.12 0.15
H 2.473175 2.179184 -0.504618 -0.09 0.12 -0.12 0.15
H 1.689146 -0.999897 -1.707774 0.09 0.06 0.08 0.14
H 0.193472 -2.026761 -1.612563 -0.14 -0.04 0.12 0.13
H 0.273728 -1.996044 0.854806 -0.08 0.06 0.03 0.15
H -1.934675 0.171263 1.751636 0.03 -0.01 0.05 0.08
H -3.362630 0.693055 0.866484 -0.02 0.09 0.07 0.09
H -1.900626 1.672752 0.809234 -0.04 0.05 0.03 0.07
H -2.154716 0.325423 -1.322407 -0.11 -0.05 -0.16 0.09
H -2.097689 -1.183285 -0.340083 -0.01 -0.14 -0.10 0.09
H 0.075882 1.929464 -0.822732 0.19 -0.04 -0.03 0.18
```
Forces are in eV/Å.



[2]
A structure of composition C4H4N2O in a non-equilibrium geometry, computed with ωB97M-V with the def2-TZVPD basis set.

Values from the calculation:
Gap between HOMO and LUMO (eV): 9.1320
Multiplicity: 1
LUMO (Ha): -0.009
E_HOMO (eV): -9.37

Geometry as XYZ:
```
11
Properties=species:S:1:pos:R:3:forces:R:3:lowdin_charge:R:1
C -0.733661 1.494815 -0.476105 1.36 1.64 1.93 -0.05
C -0.003696 -1.508776 2.078482 -0.20 -1.07 -0.41 -0.43
C -0.772043 0.592887 -1.394135 -0.40 -1.10 -1.53 -0.06
C 0.683337 0.273023 -1.056984 -1.26 -0.28 -1.95 -0.20
N 0.805124 1.213403 -0.235033 0.48 0.72 1.86 0.08
N 0.928152 -1.603749 1.352703 1.01 -0.75 -0.05 0.22
O -0.904919 -1.756507 2.750022 -1.44 0.52 1.39 0.16
H -1.313052 2.279160 -0.003867 0.03 -0.13 -0.25 0.10
H -1.425672 0.500331 -2.213770 -0.86 -0.80 -0.70 0.07
H 1.345452 -0.448378 -1.517364 0.64 0.08 0.36 0.10
H 1.390978 -1.036210 0.716050 0.64 1.18 -0.66 0.02
```
Forces are in eV/Å.



Record-wise relative energy (zero: lowest compared OMol25 entry of this formula, charge and spin) values, in eV: 3.046 4.487